1:
Entry from OMol25: C2H6N2O in the gas phase (ωB97M-V with the def2-TZVPD basis set).

Last column: Löwdin charge in e.
Atoms and positions in Å:
H: -1.1337 0.8859 2.4909  0.0786
C: 0.2413 -0.7603 -0.7151  -0.2398
H: 0.1411 -1.8482 -1.0654  0.1406
N: -0.3380 0.2865 2.6769  -0.0687
H: 0.5237 0.7873 2.9879  0.1064
H: 0.5856 -0.1384 -2.8969  0.0865
C: 0.1833 0.1928 -1.9036  -0.0966
N: 0.3050 -0.1170 0.3475  0.0934
H: 0.5508 1.1338 -1.5488  0.0625
H: -0.8122 0.2734 -2.1811  0.0401
O: -0.2469 -0.6959 1.8077  -0.2030

Computed properties:
charge: 0
highest occupied orbital energy: -0.3194 Ha
SMILES string: C/C=N/ON
Kohn-Sham gap: 9.715 eV


2:
Entry from OMol25: C2H6N2O in the gas phase (ωB97M-V with the def2-TZVPD basis set).

Last column: Löwdin charge in e.
Atoms and positions in Å:
N: -0.3285 -0.0364 0.5134  -0.0491
H: -1.1733 1.7571 0.3218  0.1541
C: -0.9532 0.8187 -1.5257  -0.1580
H: -0.8986 1.7058 -2.1680  0.0859
H: 1.7360 0.3163 0.4832  0.1459
H: -1.0270 -0.7854 0.6968  0.1672
C: 0.9455 -0.4765 0.6732  -0.4005
N: -0.5810 1.0734 -0.2226  -0.1640
H: -0.2275 0.1498 -2.0157  0.0888
H: -1.9132 0.2632 -1.6314  0.0860
O: 1.2396 -1.5899 0.9241  0.0438

Computed properties:
charge: 0
highest occupied orbital energy: -0.3590 Ha
SMILES string: CNNC=O
Kohn-Sham gap: 10.769 eV


In terms of stability, 2 leads; the second structure lies 0.1331 hartree higher.


1:
Entry from OMol25: C2H6N2O in the gas phase (ωB97M-V with the def2-TZVPD basis set).

Last column: Löwdin charge in e.
Atoms and positions in Å:
H: 1.0086 -0.8366 1.4649  0.0764
H: -1.2546 -0.9588 -0.5126  0.1178
H: 0.9696 1.8096 -1.5020  0.1044
C: -0.2799 0.9619 -0.1580  -0.5477
N: 0.4901 -1.1306 0.6468  -0.0142
H: -1.4371 -0.3609 1.1228  0.1063
O: -0.5533 1.9896 0.4345  0.0468
H: 0.2967 -2.1086 0.8532  0.0686
C: -0.7479 -0.4184 0.2902  -0.1841
N: 0.4895 0.9519 -1.2887  0.1448
H: 1.0183 0.1007 -1.3509  0.0810

Computed properties:
charge: 0
highest occupied orbital energy: -0.3574 Ha
SMILES string: NCC(N)=O
Kohn-Sham gap: 10.672 eV


2:
Entry from OMol25: C2H6N2O in the gas phase (ωB97M-V with the def2-TZVPD basis set).

Last column: Löwdin charge in e.
Atoms and positions in Å:
C: 0.9876 -0.6572 0.0501  -0.0874
H: 0.6793 -1.7315 0.1750  0.0838
O: -2.4887 0.1172 0.0730  0.0260
N: -0.1135 1.5575 -0.0612  0.0586
H: -1.3535 -1.5971 -0.2740  0.1433
H: 0.5772 1.9056 -0.7704  0.1039
H: 0.2117 1.7446 0.9241  0.1068
H: 1.6539 -0.6393 -0.8482  0.0904
C: -1.4442 -0.4487 -0.1365  -0.3446
H: 1.4888 -0.3987 1.0104  0.0895
N: -0.1985 0.1474 -0.1422  -0.2703

Computed properties:
charge: 0
highest occupied orbital energy: -0.3521 Ha
SMILES string: CN(N)C=O
Kohn-Sham gap: 10.308 eV


In terms of stability, 1 leads; the second structure lies 0.0572 hartree higher.


1:
Entry from OMol25: 2 unconnected molecules or ions with the total composition C2H6N2O (ωB97M-V with the def2-TZVPD basis set).

Last column: Löwdin charge in e.
Atoms and positions in Å:
N: -0.5006 0.7182 1.6432  0.0215
H: -0.8660 2.0280 0.1150  0.0486
C: 0.9970 -1.6700 -0.9394  -0.4456
C: -0.7196 1.8711 1.1843  -0.1524
H: 1.9623 -1.5022 -1.4490  0.1209
H: 0.1271 -0.4880 -2.3528  0.0865
H: -0.8965 2.7383 1.8321  0.0597
H: -0.9648 -1.1644 -1.1616  0.0997
N: -0.0553 -1.1126 -1.5886  0.1123
O: 0.9615 -2.1611 0.1620  0.0032
H: -0.0453 0.7427 2.5548  0.0457

Computed properties:
charge: 0
highest occupied orbital energy: -0.3549 Ha
SMILES string: NC=O.C=N
Kohn-Sham gap: 10.584 eV


2:
Entry from OMol25: C2H6N2O in the gas phase (ωB97M-V with the def2-TZVPD basis set).

Last column: Löwdin charge in e.
Atoms and positions in Å:
C: -1.5458 -0.3264 0.1027  -0.0386
H: 0.8367 -1.4797 -0.5276  0.1424
H: 2.1906 0.6179 -0.4777  0.0877
H: -2.1512 0.4379 -0.3890  0.0756
H: 1.0315 1.7010 0.1274  -0.0188
O: 2.1479 -0.1155 0.1530  -0.0828
H: -1.9275 -0.5474 1.1035  0.0802
H: -1.4628 -1.3451 -0.4106  0.0916
N: 0.1054 1.5065 0.1209  0.1524
N: 0.9318 -0.7196 0.2123  -0.0622
C: -0.1568 0.2702 -0.0149  -0.4275

Computed properties:
charge: 0
highest occupied orbital energy: -0.3600 Ha
SMILES string: [H]/N=C(/C)NO
Kohn-Sham gap: 10.617 eV


3:
Entry from OMol25: C2H6N2O in the gas phase (ωB97M-V with the def2-TZVPD basis set).

Last column: Löwdin charge in e.
Atoms and positions in Å:
H: -2.1231 -0.1176 -1.1197  0.0697
C: 0.1541 0.9878 -0.0572  -0.1588
C: -0.9908 0.2557 0.5742  -0.2907
H: -0.9961 -1.2181 -0.7311  0.0542
H: -0.6976 -0.3296 1.4898  0.1152
H: -0.0646 1.9890 -0.4905  0.1174
H: -1.7200 0.9675 0.9697  0.1039
O: 1.5802 -0.8027 0.0988  -0.0611
H: 0.9332 -1.0890 0.7763  0.0794
N: -1.7235 -0.6368 -0.3445  0.0052
N: 1.3017 0.4595 -0.3394  -0.0344

Computed properties:
charge: 0
highest occupied orbital energy: -0.3599 Ha
SMILES string: NC/C=N\O
Kohn-Sham gap: 10.591 eV


In terms of stability, 1 leads; the second structure lies 0.0471 hartree higher.


1:
Entry from OMol25: C2H6N2O in the gas phase (ωB97M-V with the def2-TZVPD basis set).

Last column: Löwdin charge in e.
Atoms and positions in Å:
N: 0.3956 -2.1733 -0.1391  -0.0142
N: 0.6095 0.2353 -0.0009  -0.0269
H: -1.1427 -0.7474 -0.1485  0.1065
C: -0.1630 -0.8869 -0.5745  -0.2767
H: 1.3677 -2.0592 -0.5486  0.0863
H: 0.4403 -2.2066 0.9013  0.0809
C: 0.0413 1.4849 0.1713  -0.3573
H: 1.4120 0.1455 0.6041  0.1185
O: -1.0934 1.6892 0.5396  0.0438
H: -0.0743 -0.8199 -1.6575  0.1172
H: 0.7306 2.2726 -0.1593  0.1218

Computed properties:
charge: 0
highest occupied orbital energy: -0.3522 Ha
SMILES string: NCNC=O
Kohn-Sham gap: 10.496 eV


2:
Entry from OMol25: C2H6N2O in the gas phase (ωB97M-V with the def2-TZVPD basis set).

Last column: Löwdin charge in e.
Atoms and positions in Å:
H: 2.4206 -1.1269 0.4412  0.0715
H: -1.5644 -1.2029 -0.9014  0.0887
H: -1.2233 -1.2686 0.7816  0.0654
H: 2.4104 0.4834 0.6683  0.0692
N: 0.8000 -0.2745 -0.2165  -0.0533
N: 2.1958 -0.2491 -0.0115  -0.0009
O: -1.3322 0.6758 0.0154  -0.1361
C: 0.0916 0.7437 -0.0752  -0.2258
H: -2.8135 -0.8012 0.3921  0.0961
H: 0.4634 1.8045 0.2338  0.1604
C: -1.7593 -0.6820 0.0514  -0.1351

Computed properties:
charge: 0
highest occupied orbital energy: -0.3332 Ha
SMILES string: CO/C=N/N
Kohn-Sham gap: 10.155 eV


In terms of stability, 1 leads; the second structure lies 0.0442 hartree higher.